158
Properties=species:S:1:pos:R:3:forces:R:3 method="wB97M-V/def2-TZVPD" homo_energy_ev=-10.3 e_lumo_ev=-3.7 energy_ha=-11966.069058 charge=+1 multiplicity=1 orbital_gap_ev=6.62
C 0.65168 -3.40708 4.90224 0.9 -0.1 0.5
C 0.55481 -1.79727 4.69417 0.2 -2.6 -0.9
Br 1.38754 -1.17826 6.36524 -0.3 0.5 -0.8
C -0.94006 -1.41752 4.40919 1.2 -1.6 0.9
Br -1.35910 -2.74702 2.90887 -0.1 1.0 0.1
C -1.54861 -0.02540 4.01130 -0.9 1.5 -1.5
P -3.35987 -0.52775 4.53007 -1.5 -0.8 1.7
N -3.59035 -0.67591 6.09230 1.3 0.5 -0.9
C -1.38215 0.43845 2.46886 -0.2 -3.7 -2.7
C -2.70987 0.72400 1.64444 -0.5 0.6 -0.6
C -2.73423 0.05794 0.18857 -0.9 0.1 0.3
O -2.96264 1.10552 -0.81851 -0.6 -0.8 0.7
C -4.35620 1.23420 -0.92907 -0.6 0.9 -0.3
O -5.03744 0.58752 -1.66053 0.7 0.0 0.4
N -0.21876 1.42831 2.24840 -1.1 1.2 0.4
C 1.14972 0.82253 2.10095 3.3 -1.8 0.5
C 2.11968 0.63998 3.33405 0.1 1.4 0.6
O 3.04510 -0.40440 3.09248 -0.6 0.9 -0.1
Si 4.69267 0.09177 3.16068 1.4 -2.0 0.1
C 5.72111 -1.50972 2.93780 0.1 0.3 -0.1
C 5.10999 0.77411 4.88155 0.0 0.4 -0.4
C 5.16295 1.22720 1.70957 -0.7 0.0 0.3
C -0.27341 2.22088 0.95358 -0.8 1.9 -0.6
C 0.01995 1.62980 -0.45107 1.3 0.2 -2.5
O -0.08932 2.47601 -1.32432 -0.5 -0.2 1.5
C 0.49177 0.29809 -1.05246 -0.1 -3.5 -1.4
C -0.36403 -0.25050 -2.14333 1.1 -0.9 0.0
C -0.03141 -1.48051 -2.85359 1.6 0.2 1.6
C 1.18356 -2.26520 -2.53153 -0.9 2.6 1.2
C 2.05397 -1.71942 -1.49805 -1.6 0.7 -0.6
C 1.70128 -0.48021 -0.80828 -0.6 0.0 0.0
C -0.48889 2.30732 3.47217 0.9 2.9 1.8
O 0.67418 2.94254 4.05152 0.4 -2.7 -1.1
Br -1.23026 4.19136 3.09495 -1.3 -0.7 -0.9
C -1.28730 1.44813 4.61469 1.1 1.9 0.0
C -2.55369 2.28718 5.17490 -0.8 0.9 0.9
N -3.62256 2.62292 4.22199 -0.8 -0.2 0.3
P -0.21326 1.82689 6.13698 0.0 -0.3 3.5
S -0.89753 1.09352 7.83352 -0.2 -0.1 -0.7
H 1.45660 -3.66107 5.65167 -0.9 0.6 -0.7
H 1.01824 -3.91723 3.96865 -0.9 0.5 0.8
H -0.28415 -3.84411 5.32774 0.7 0.3 -0.5
H 1.15645 -1.67736 3.75989 0.0 0.8 1.2
H -1.48265 -1.93557 5.26027 0.2 1.2 -0.8
H -3.71253 -1.81028 3.98188 0.5 0.9 -0.6
H -4.35286 0.33128 4.00983 0.5 -0.1 -0.5
H -2.70888 -0.43515 6.56198 -0.5 -0.1 0.6
H -0.96502 -0.36586 1.78912 -0.5 0.1 1.5
H -3.64217 0.29707 2.08097 1.2 0.3 0.5
H -2.94742 1.82639 1.57340 0.3 -1.2 0.0
H -3.63004 -0.62181 0.06510 1.1 0.4 0.6
H -1.85278 -0.58339 -0.04065 -0.4 0.9 -0.1
H -4.82912 2.04728 -0.29698 0.8 -0.6 -0.4
H 1.83243 1.40258 1.41297 -1.5 -0.2 0.4
H 1.12889 -0.21618 1.65568 -0.8 1.2 0.4
H 2.73753 1.58322 3.46992 -1.0 -0.7 -0.1
H 1.51152 0.55930 4.26391 0.7 -0.5 -0.5
H 6.80948 -1.23654 2.79596 -1.1 -0.2 0.1
H 5.43298 -2.08855 2.02479 0.2 0.4 0.8
H 5.68650 -2.17730 3.83607 -0.1 0.5 -0.8
H 6.22856 0.89510 4.92016 -1.0 -0.1 0.0
H 4.64618 1.79161 4.97487 0.4 -0.8 0.4
H 4.79336 0.07138 5.69997 0.2 0.8 -0.8
H 4.75188 2.25106 1.92402 0.6 -0.7 -0.6
H 6.28586 1.21674 1.64116 -1.1 0.3 0.0
H 4.71960 0.79922 0.76265 0.5 0.6 0.9
H 0.46649 3.06392 1.09513 -0.7 -1.0 -0.3
H -1.24425 2.77003 0.79093 0.8 -0.9 0.5
H -1.30593 0.25832 -2.47089 1.1 -0.3 0.6
H -0.69335 -1.88183 -3.65383 0.5 0.6 0.8
H 1.37976 -3.21611 -3.07963 0.0 1.0 0.7
H 2.99677 -2.23322 -1.18874 -1.0 0.5 -0.4
H 2.41302 -0.09684 -0.02941 -0.6 -0.6 -1.0
H 1.17973 3.37280 3.33349 -0.3 0.0 0.5
H -3.01696 1.77325 6.06622 0.9 0.0 -1.1
H -2.21541 3.27013 5.62034 0.3 -1.2 -0.6
H -3.78478 3.63428 4.15422 0.5 -0.5 -0.1
H -4.50116 2.28795 4.64010 0.5 0.0 -0.4
H -0.23334 3.23716 6.41537 0.1 -0.6 -1.2
H 1.15401 1.49530 6.08655 -0.3 0.2 -0.8
C -5.22110 4.17390 -3.17316 -0.4 -0.1 0.1
C -4.27997 3.10652 -3.69326 0.4 -0.1 0.1
C -4.29214 3.37643 -5.18648 -0.1 0.1 -0.3
O -4.51340 4.78504 -5.35249 -0.1 -0.2 0.3
C -4.90850 5.34099 -4.09089 0.2 0.3 -0.1
H -5.07738 4.41204 -2.11778 0.0 0.1 0.0
H -6.25826 3.85469 -3.31345 0.0 0.0 0.0
H -3.27385 3.27092 -3.29221 0.0 0.0 0.0
H -4.58506 2.09276 -3.44267 0.0 0.1 -0.2
H -5.11496 2.84711 -5.67934 0.0 -0.1 0.0
H -3.35608 3.09228 -5.67094 0.0 0.1 -0.1
H -4.06989 5.93295 -3.70791 -0.1 0.0 0.1
H -5.76469 6.00269 -4.23461 0.1 0.0 -0.1
C -3.50653 7.88697 -9.19843 0.2 -0.1 -0.2
C -4.31458 7.19644 -8.11589 -0.3 0.0 0.0
C -3.56359 7.59838 -6.86002 0.3 0.0 0.2
O -2.99252 8.88860 -7.11412 -0.1 -0.2 -0.2
C -3.10471 9.18070 -8.51282 -0.1 0.3 0.1
H -4.05969 8.04980 -10.12381 0.0 0.0 0.0
H -2.61633 7.29519 -9.43169 0.0 0.0 0.0
H -5.32928 7.60556 -8.09216 0.0 0.0 0.0
H -4.38605 6.11593 -8.24127 0.0 0.0 0.1
H -2.74406 6.90392 -6.64764 -0.1 -0.1 0.0
H -4.21137 7.65028 -5.98291 0.1 0.1 0.0
H -3.87462 9.95030 -8.63501 0.0 0.0 -0.1
H -2.15669 9.57582 -8.88229 0.0 0.0 0.1
C 8.02630 -5.67336 0.41144 0.3 -0.2 0.1
C 6.51605 -5.80271 0.39281 -0.2 0.0 -0.2
C 6.10934 -4.90420 1.54768 0.1 0.0 0.3
O 7.09555 -3.86689 1.63343 0.0 -0.3 -0.2
C 8.21230 -4.21904 0.80214 0.0 0.2 -0.1
H 8.50046 -5.92313 -0.53854 0.0 0.0 0.0
H 8.44491 -6.32458 1.18461 0.0 0.0 0.0
H 6.12158 -5.40530 -0.54736 0.0 0.0 0.0
H 6.16077 -6.82728 0.50499 0.0 0.1 0.0
H 6.11267 -5.45037 2.49697 -0.1 0.0 0.0
H 5.12102 -4.45943 1.40573 0.0 0.1 0.1
H 8.19486 -3.56661 -0.07774 0.1 0.0 0.0
H 9.14286 -4.04544 1.34536 -0.1 0.1 0.1
C 12.04374 -7.59618 -3.09054 0.1 -0.3 0.2
C 11.29791 -7.62376 -4.41069 0.0 0.2 -0.3
C 9.85052 -7.64199 -3.95318 -0.2 -0.2 0.1
O 9.80089 -6.93225 -2.70764 0.2 -0.1 -0.1
C 11.13999 -6.72441 -2.23780 -0.1 0.3 0.0
H 13.05962 -7.20820 -3.16741 -0.1 0.0 0.0
H 12.09387 -8.60537 -2.67144 0.0 0.1 0.0
H 11.50146 -6.70652 -4.97100 0.0 -0.1 0.0
H 11.55496 -8.47337 -5.04351 0.0 0.0 0.0
H 9.50358 -8.66463 -3.77152 0.0 0.0 -0.1
H 9.17768 -7.16900 -4.67096 0.0 0.0 0.1
H 11.37907 -5.66265 -2.36335 0.1 0.0 0.1
H 11.19855 -6.97096 -1.17581 -0.1 0.0 0.0
C -7.72358 4.10175 -7.50126 0.0 0.4 0.1
C -9.03672 3.43092 -7.85492 -0.1 -0.3 0.1
C -8.95104 3.35769 -9.36925 0.0 0.1 -0.3
O -7.56069 3.23945 -9.69914 -0.1 0.1 0.3
C -6.77912 3.51053 -8.52966 0.1 -0.2 -0.1
H -7.40134 3.92216 -6.47460 0.0 0.0 0.0
H -7.80750 5.18248 -7.64966 0.0 0.0 0.0
H -9.06359 2.42205 -7.43210 0.0 0.0 0.0
H -9.91646 3.97059 -7.50315 0.0 0.0 0.0
H -9.32986 4.27418 -9.83381 -0.1 0.0 0.0
H -9.49891 2.50778 -9.78029 0.1 0.0 -0.1
H -6.35603 2.56153 -8.18042 0.1 0.0 0.1
H -5.95929 4.18512 -8.78291 0.0 -0.1 -0.1
C -4.08054 -5.34491 7.47970 -0.1 -0.3 0.0
C -3.63859 -4.49796 8.65929 -0.1 0.3 0.1
C -2.12616 -4.59665 8.56873 0.2 -0.1 0.2
O -1.80542 -4.75267 7.17823 -0.2 0.0 0.0
C -3.00926 -5.03183 6.45243 0.1 0.2 -0.2
H -5.08713 -5.11777 7.12798 0.1 0.0 0.0
H -4.04318 -6.40472 7.74785 0.0 0.0 -0.1
H -3.95491 -3.46132 8.51048 0.0 0.0 0.0
H -4.03061 -4.83964 9.61730 0.1 0.0 0.0
H -1.75197 -5.47715 9.10091 0.0 0.0 0.1
H -1.62314 -3.71207 8.96377 0.1 0.0 -0.1
H -3.26561 -4.13660 5.87183 -0.1 0.0 0.0
H -2.83674 -5.85850 5.76016 0.1 0.0 0.0



40
Properties=species:S:1:pos:R:3:forces:R:3 method="wB97M-V/def2-TZVPD" homo_energy_ev=-8.1 e_lumo_ev=0.5 smiles="Cc1cccc(NC(=S)NCCN2CCOCC2)c1" energy_ha=-1183.766037 de_lowest_ev=1.4248 multiplicity=1 orbital_gap_ev=8.66
C -0.21350 6.09115 -0.67113 0.0 0.0 0.1
C 0.59413 4.90689 -0.23615 0.3 -0.1 0.0
C 1.96404 5.01730 -0.03732 0.0 0.0 0.0
C 2.69448 3.92389 0.39390 0.0 0.0 0.0
C 2.06933 2.71480 0.62206 -0.1 -0.1 0.0
C 0.69502 2.58603 0.41692 0.1 0.4 -0.2
C -0.03373 3.69129 -0.00349 -0.1 0.1 0.0
H -1.09604 3.60787 -0.15470 0.0 0.0 0.0
N 0.13752 1.33155 0.68220 0.2 -0.7 0.3
C -1.07623 0.78980 0.39689 -0.1 0.0 0.1
N -1.27301 -0.43468 0.95917 0.4 0.1 0.2
H -0.45197 -0.94054 1.26781 0.0 0.1 -0.1
C -2.33767 -1.31477 0.54190 -0.2 -0.2 -0.3
H -3.17842 -0.70134 0.21403 0.1 -0.2 0.1
H -2.64250 -1.91115 1.40459 0.0 0.0 0.0
C -1.86668 -2.20841 -0.61104 0.0 0.2 0.2
N -0.64892 -2.91191 -0.23469 -0.1 -0.1 -0.1
C 0.18399 -3.25772 -1.37589 0.3 -0.1 0.1
C 1.48730 -3.87562 -0.86845 -0.1 0.2 -0.3
O 1.24630 -5.02423 -0.09167 0.0 -0.2 0.0
C 0.41403 -4.71628 0.99999 -0.3 0.0 0.2
C -0.91395 -4.11450 0.53971 0.3 -0.1 0.1
H -1.51707 -3.85933 1.41247 0.0 -0.1 0.0
H -1.46067 -4.86283 -0.06065 0.0 0.0 0.0
H 0.24830 -5.65314 1.53416 0.0 0.1 0.0
H 0.92316 -4.00216 1.66667 -0.1 -0.1 0.0
H 2.11334 -4.19441 -1.70310 0.0 0.1 0.0
H 2.03146 -3.12873 -0.26910 0.0 0.0 -0.1
H 0.40790 -2.35037 -1.94099 0.0 0.0 0.0
H -0.32032 -3.97729 -2.04323 0.0 0.0 0.0
H -2.67345 -2.89616 -0.90671 0.0 0.0 0.0
H -1.63923 -1.56311 -1.46279 -0.1 0.0 0.0
S -2.25606 1.50882 -0.50762 -0.4 0.2 -0.4
H 0.78622 0.70786 1.14947 -0.2 0.1 0.0
H 2.64517 1.86282 0.95856 0.1 -0.1 0.0
H 3.75925 4.01252 0.55222 0.1 0.0 0.0
H 2.45949 5.95989 -0.21761 0.1 0.1 0.0
H -0.52903 6.66506 0.20079 -0.1 0.1 0.0
H 0.37273 6.74693 -1.31082 0.0 0.1 -0.1
H -1.10471 5.77417 -1.20638 -0.1 0.0 -0.1



63
Properties=species:S:1:pos:R:3:forces:R:3 method="wB97M-V/def2-TZVPD" homo_energy_ev=-4.4 e_lumo_ev=2.1 energy_ha=-2834.570473 de_lowest_ev=0.4648 charge=-1 multiplicity=1 orbital_gap_ev=6.47
Cd -0.01073 0.23769 -0.38651 0.0 -0.1 0.0
Cl 2.25349 -5.66707 3.78535 0.0 0.1 -0.1
C 1.70820 -4.55717 2.54246 -0.1 -0.1 0.0
C 0.63284 -4.90637 1.71779 0.0 0.0 0.0
C 0.20970 -4.04061 0.73908 0.0 -0.1 0.0
C 0.79893 -2.75654 0.53785 0.1 0.0 -0.4
O 0.34034 -1.98443 -0.38284 -0.1 0.0 0.3
C 1.91500 -2.45304 1.37122 0.2 0.2 0.0
C 2.68596 -1.23267 1.22887 -0.1 -0.3 0.0
N 2.37570 -0.25892 0.46892 0.0 0.5 -0.1
C 3.22845 0.86950 0.43344 -0.2 -0.2 0.0
C 3.91362 1.32320 1.52364 0.2 0.2 0.2
C 4.69441 2.50093 1.46674 -0.1 -0.1 0.1
C 4.76023 3.22802 0.31896 -0.1 0.0 -0.1
C 4.03091 2.80562 -0.82277 0.2 0.0 0.0
C 4.00691 3.54490 -2.02485 0.0 0.1 0.0
C 3.24455 3.11069 -3.06535 0.0 0.0 0.0
C 2.50249 1.91844 -2.90647 0.0 0.0 -0.1
N 2.51469 1.19214 -1.82254 0.2 0.0 0.1
C 3.27074 1.62007 -0.77782 -0.2 0.0 -0.1
C 2.34256 -3.35943 2.35280 0.1 0.1 0.0
H 0.14572 -5.86483 1.85428 0.0 0.0 0.0
H -0.61333 -4.30761 0.08612 0.0 0.0 0.0
H 3.61208 -1.19294 1.81359 0.1 -0.1 0.0
H 3.81586 0.79957 2.46682 0.0 0.1 0.0
H 5.21398 2.83818 2.35546 0.0 0.0 0.0
H 5.32956 4.15000 0.27457 0.0 0.0 0.0
H 4.57246 4.46856 -2.09012 0.0 0.0 0.0
H 3.17738 3.66969 -3.99010 0.0 0.0 0.0
H 1.85864 1.57337 -3.70928 0.0 0.0 0.0
H 3.19481 -3.09986 2.97379 0.0 0.0 0.0
C -3.71222 -0.07102 -1.10434 0.0 0.0 0.1
N -2.57753 -0.93323 -0.80326 0.1 -0.2 0.0
C -2.29389 -1.75505 -1.97833 -0.1 0.1 0.0
C -2.83274 -1.79109 0.34999 0.0 0.0 -0.1
C -2.91769 -1.02826 1.65642 0.1 0.0 0.0
N -1.62811 -0.51808 2.11204 0.0 0.1 0.0
C -1.82908 0.65091 2.96168 0.0 0.0 0.0
C -0.90938 -1.54095 2.86110 -0.1 0.0 0.0
H -4.61470 -0.67128 -1.30915 0.0 0.0 0.0
H -3.47722 0.54095 -1.97139 0.0 0.0 0.0
H -3.92350 0.61012 -0.28201 0.0 0.0 0.0
H -3.14468 -2.41640 -2.21438 0.0 0.0 0.0
H -1.40326 -2.35388 -1.80729 0.0 0.0 0.0
H -2.12513 -1.09997 -2.83572 0.0 0.0 0.0
H -2.02143 -2.52077 0.40317 0.0 0.1 0.0
H -3.77256 -2.35451 0.20948 0.0 0.0 0.0
H -3.36546 -1.68329 2.42113 0.0 0.0 0.1
H -3.59541 -0.18331 1.54452 0.0 0.0 0.0
H -2.47098 0.40359 3.82626 0.0 0.0 0.0
H -2.28661 1.45869 2.39152 0.0 0.0 0.0
H -0.87148 1.01716 3.32466 0.0 0.0 0.0
H -1.43648 -1.78812 3.79802 0.0 0.0 0.0
H 0.09211 -1.18696 3.10925 0.0 0.0 0.0
H -0.80767 -2.45360 2.27558 -0.1 0.1 0.1
S 0.38156 2.47103 0.78520 -0.2 0.0 0.1
C -0.60585 3.46459 -0.25544 0.1 0.4 0.4
C -0.91185 4.78016 0.27517 0.1 -0.4 -0.1
N -1.14251 5.81506 0.72489 0.0 0.0 0.0
C -1.08387 3.14172 -1.48325 -0.3 0.2 -0.5
S -0.86357 1.63825 -2.34277 -0.1 -0.1 -0.1
C -1.87467 4.12785 -2.19655 0.3 -0.3 0.2
N -2.50470 4.89366 -2.78236 0.0 0.0 0.0



18
Properties=species:S:1:pos:R:3:forces:R:3 method="wB97M-V/def2-TZVPD" homo_energy_ev=-7.5 e_lumo_ev=0.6 smiles="CP1(C)=CN=CC(Cl)=C1F" energy_ha=-1189.490731 multiplicity=1 orbital_gap_ev=8.11
C 2.02568 -1.63872 -0.19461 0.2 0.7 0.0
C -0.31637 -1.69265 0.11685 -0.6 -0.5 0.4
C 2.22153 -0.27355 0.04663 -1.3 1.6 -0.3
C 1.16996 0.61051 0.13361 -1.0 -0.3 0.7
C -1.52466 0.89542 1.40067 2.0 0.3 0.1
C -1.31511 0.74992 -1.44504 0.9 -0.8 -0.5
N 0.88020 -2.26217 -0.07711 -0.9 0.0 -0.3
F 1.26994 1.94837 0.46410 0.4 -0.7 -0.3
P -0.52468 0.07080 0.07034 -0.5 0.3 0.2
Cl 3.80301 0.40490 0.07810 0.3 -0.1 0.0
H 2.90924 -2.08224 -0.59365 0.3 -1.2 0.2
H -1.22041 -2.40161 0.29488 1.6 1.4 -0.4
H -0.76184 1.42256 2.06564 -1.4 -1.2 -0.3
H -2.34463 1.54363 1.16927 0.1 0.9 -1.0
H -2.08851 0.05662 1.72297 0.0 -1.0 1.6
H -0.45102 1.42906 -1.65719 -0.7 -0.7 -1.1
H -1.52446 -0.13532 -2.10485 0.9 1.1 0.0
H -2.20786 1.35447 -1.49062 -0.3 0.1 0.9